{
  "formula": "C52H72N6O21",
  "method": "wB97M-V/def2-TZVPD",
  "elements": ["C", "C", "C", "O", "C", "O", "O", "H", "H", "H", "H", "H", "H", "C", "C", "C", "O", "C", "O", "O", "H", "H", "H", "H", "H", "H", "C", "C", "C", "O", "C", "O", "O", "H", "H", "H", "H", "H", "H", "C", "C", "C", "O", "C", "O", "O", "H", "H", "H", "H", "H", "H", "C", "C", "C", "O", "C", "O", "O", "H", "H", "H", "H", "H", "H", "C", "C", "C", "O", "C", "O", "O", "H", "H", "H", "H", "H", "H", "C", "C", "C", "O", "C", "O", "O", "H", "H", "H", "H", "H", "H", "N", "C", "C", "C", "C", "H", "H", "H", "H", "H", "N", "C", "C", "C", "C", "H", "H", "H", "H", "H", "N", "C", "C", "C", "C", "H", "H", "H", "H", "H", "N", "C", "C", "C", "C", "H", "H", "H", "H", "H", "N", "C", "C", "C", "C", "H", "H", "H", "H", "H", "N", "C", "C", "C", "C", "H", "H", "H", "H", "H"],
  "xyz": [[1.041, -3.382, 5.459], [1.959, -2.272, 4.976], [1.310, -1.531, 3.806], [1.589, -0.188, 4.158], [1.999, -0.068, 5.427], [2.244, 0.991, 5.934], [2.177, -1.269, 5.970], [0.069, -2.898, 5.585], [1.348, -3.736, 6.445], [0.949, -4.244, 4.802], [2.923, -2.722, 4.728], [0.250, -1.728, 3.655], [1.829, -1.816, 2.887], [-1.520, 3.366, 6.761], [-0.762, 2.075, 6.630], [-1.102, 1.004, 7.663], [-1.413, -0.159, 6.909], [-1.461, 0.154, 5.592], [-1.659, -0.652, 4.731], [-1.160, 1.438, 5.397], [-2.599, 3.330, 6.635], [-1.019, 4.162, 6.209], [-1.379, 3.721, 7.792], [0.312, 2.256, 6.650], [-1.885, 1.343, 8.344], [-0.219, 0.801, 8.271], [2.224, -1.881, -5.346], [2.269, -1.136, -3.997], [3.297, -0.018, -3.985], [2.498, 1.163, -3.917], [1.217, 0.848, -3.724], [0.382, 1.652, -3.436], [1.001, -0.469, -3.907], [2.135, -1.202, -6.195], [1.371, -2.557, -5.430], [3.104, -2.517, -5.466], [2.376, -1.868, -3.197], [3.903, -0.034, -4.887], [3.861, -0.124, -3.059], [-1.237, -3.167, -2.016], [-1.903, -3.131, -3.371], [-1.319, -2.118, -4.395], [-1.174, -2.927, -5.560], [-1.500, -4.204, -5.344], [-1.467, -5.054, -6.174], [-1.845, -4.363, -4.061], [-0.158, -3.262, -2.183], [-1.578, -3.956, -1.350], [-1.303, -2.200, -1.516], [-2.977, -2.950, -3.277], [-0.406, -1.594, -4.120], [-2.085, -1.354, -4.538], [-3.301, -3.651, 3.185], [-1.808, -3.845, 3.113], [-1.307, -5.232, 2.799], [-0.221, -4.968, 1.909], [-0.250, -3.723, 1.439], [0.542, -3.296, 0.658], [-1.275, -3.030, 2.059], [-3.775, -3.817, 2.222], [-3.499, -2.622, 3.487], [-3.738, -4.317, 3.932], [-1.356, -3.498, 4.047], [-2.043, -5.895, 2.346], [-0.879, -5.649, 3.710], [-5.670, -3.763, -3.286], [-5.785, -3.145, -1.911], [-5.676, -4.298, -0.854], [-4.509, -3.986, -0.116], [-4.154, -2.707, -0.381], [-3.451, -2.060, 0.326], [-4.658, -2.337, -1.567], [-4.776, -4.389, -3.326], [-5.519, -2.937, -3.986], [-6.501, -4.427, -3.506], [-6.701, -2.595, -1.701], [-5.589, -5.274, -1.325], [-6.536, -4.273, -0.180], [1.865, 6.165, -4.861], [1.930, 4.786, -4.262], [3.342, 4.288, -3.860], [3.193, 4.014, -2.474], [1.918, 4.169, -2.057], [1.534, 3.844, -0.986], [1.191, 4.697, -3.058], [0.840, 6.534, -4.837], [2.172, 6.177, -5.907], [2.518, 6.849, -4.316], [1.542, 4.000, -4.913], [4.128, 5.016, -4.059], [3.578, 3.362, -4.380], [3.707, 0.825, 0.892], [4.274, 0.195, 1.964], [5.604, 0.540, 1.973], [5.874, 1.236, 0.789], [4.667, 1.371, 0.097], [2.714, 0.794, 0.711], [3.609, -0.418, 2.547], [6.303, 0.126, 2.684], [6.785, 1.688, 0.434], [4.463, 1.807, -0.866], [-1.841, 1.103, -2.426], [-2.073, 1.518, -3.715], [-3.415, 1.374, -3.987], [-3.994, 0.684, -2.894], [-2.984, 0.483, -1.986], [-0.985, 1.186, -1.899], [-1.297, 1.995, -4.291], [-3.961, 1.641, -4.878], [-5.000, 0.302, -2.840], [-2.955, 0.044, -1.000], [-3.658, 3.254, -2.216], [-2.353, 3.340, -1.816], [-1.951, 4.663, -1.948], [-3.100, 5.400, -2.221], [-4.135, 4.516, -2.445], [-4.211, 2.416, -2.199], [-1.750, 2.482, -1.569], [-0.947, 5.030, -1.833], [-3.084, 6.463, -2.413], [-5.151, 4.616, -2.791], [4.953, -2.627, -2.295], [4.432, -1.877, -1.288], [3.353, -2.568, -0.812], [3.176, -3.736, -1.566], [4.244, -3.803, -2.465], [5.807, -2.470, -2.801], [4.867, -0.918, -1.052], [2.773, -2.254, 0.042], [2.425, -4.502, -1.464], [4.535, -4.424, -3.295], [-0.707, -0.078, 1.238], [-0.593, 1.158, 1.815], [0.177, 1.965, 1.042], [0.618, 1.174, -0.057], [0.091, -0.086, 0.121], [-1.299, -0.857, 1.470], [-1.146, 1.400, 2.709], [0.508, 2.983, 1.150], [1.388, 1.532, -0.726], [0.256, -1.023, -0.387], [1.915, 3.507, 3.872], [1.670, 4.320, 4.945], [1.771, 5.629, 4.563], [2.055, 5.634, 3.177], [2.134, 4.320, 2.783], [1.896, 2.503, 3.866], [1.491, 3.810, 5.880], [1.684, 6.496, 5.197], [2.198, 6.513, 2.572], [2.353, 3.891, 1.820]],
  "forces_ev_per_a": [[-0.353, 0.776, 1.177], [-0.377, -1.676, -0.444], [1.189, -0.546, -0.034], [-0.604, 0.897, -0.765], [0.575, 0.542, -0.484], [-0.385, -0.443, 0.166], [-0.247, -0.380, 0.497], [-0.176, -0.355, 0.096], [0.096, -0.090, -0.088], [0.235, 0.189, -0.307], [0.145, 0.406, -0.111], [-0.086, 0.359, 0.359], [-0.065, 0.408, -0.129], [0.788, 0.930, 1.305], [-0.778, 0.019, -0.069], [0.756, 0.469, 0.603], [-0.435, 0.015, -0.072], [0.686, -0.099, 0.250], [-0.277, 0.016, -0.012], [0.246, -0.118, -0.381], [0.061, -0.268, -0.481], [-0.450, -0.142, -0.567], [-0.015, -0.204, 0.066], [-0.085, -0.096, -0.469], [-0.409, -0.451, -0.273], [-0.072, -0.203, 0.007], [0.120, -0.376, 0.223], [-0.417, -1.499, -2.183], [-0.273, -0.502, 0.699], [0.693, 0.279, -0.101], [-0.532, 0.137, 0.177], [1.634, -0.069, -0.087], [0.679, 1.186, 1.005], [0.196, 0.187, 0.117], [-0.069, 0.073, 0.305], [0.127, 0.202, -0.015], [-0.050, 0.319, 0.254], [0.115, 0.258, 0.124], [0.386, 0.424, -0.257], [0.984, 0.322, -0.496], [-0.673, 0.961, 0.212], [-1.150, -0.244, 0.881], [0.405, 0.780, -0.751], [0.183, 0.360, 0.184], [-0.060, -0.302, -0.035], [0.230, -1.394, 0.189], [0.019, -0.415, 0.149], [-0.128, -0.049, -0.106], [-0.500, 0.003, -0.043], [0.145, 0.310, 0.256], [-0.331, -0.817, -0.118], [0.112, 0.104, -0.417], [-0.053, 0.164, 0.135], [-0.731, 0.657, 0.388], [0.446, 0.275, 0.316], [0.214, -0.978, -0.224], [-0.611, 0.534, 0.855], [-0.469, 0.278, 0.043], [1.235, -0.410, -0.943], [0.069, -0.143, -0.042], [-0.066, -0.024, 0.016], [0.055, -0.014, 0.011], [-0.022, 0.059, -0.100], [0.080, 0.010, -0.132], [-0.151, -0.446, -0.158], [0.770, 0.925, -0.006], [0.069, -2.017, 1.013], [-0.700, 0.505, -0.173], [-0.040, -0.031, 0.423], [0.332, -0.400, -0.031], [0.070, 0.170, -0.239], [-0.306, 0.775, -0.182], [0.073, 0.079, 0.068], [-0.401, -0.374, -0.429], [-0.287, 0.372, -0.147], [0.090, 0.268, -0.460], [0.150, -0.029, 0.120], [0.093, -0.219, 0.014], [-0.143, 0.201, -0.054], [0.671, -0.931, -0.528], [-0.616, 0.176, -0.142], [0.834, -0.191, 0.323], [0.371, -0.076, -1.147], [-0.224, 0.285, 0.358], [-0.441, 0.285, 0.735], [0.016, 0.026, 0.103], [0.118, -0.205, 0.032], [-0.127, 0.059, 0.076], [-0.416, 0.381, -0.215], [0.008, 0.103, 0.361], [0.094, -0.034, 0.076], [-0.193, -0.880, -0.523], [-0.525, 0.965, -0.292], [0.180, -1.463, 0.575], [-0.741, 0.739, -1.292], [0.812, 0.260, 0.980], [-0.038, -0.012, -0.236], [0.367, 0.105, 0.501], [0.136, 0.304, -0.003], [0.183, -0.243, 0.175], [-0.196, 0.302, 0.109], [-1.300, -4.059, -2.583], [-0.590, 0.462, -0.624], [0.521, -1.320, -0.635], [0.344, -1.231, -0.378], [0.564, 0.190, 1.019], [0.149, -0.646, -0.332], [-0.656, 0.047, 0.112], [0.294, 0.148, -0.114], [-0.049, 0.001, 0.150], [-0.314, -0.061, -0.018], [0.112, 1.687, 1.658], [0.841, 2.065, 0.473], [-0.093, -1.210, 0.967], [-0.563, 0.869, -1.381], [0.027, -0.211, 0.064], [0.100, 0.400, 0.217], [-0.839, 2.384, 0.865], [-0.012, 0.008, 0.250], [-0.348, 0.002, 0.044], [0.017, 0.335, 0.120], [0.240, -0.931, -0.695], [0.337, -0.054, -0.242], [-0.558, 0.797, 0.873], [1.110, -1.124, -0.967], [-0.618, 1.393, 0.411], [0.022, 0.327, 0.143], [-0.025, -0.112, 0.381], [-0.204, -0.009, -0.171], [-0.086, 0.104, 0.170], [-0.241, -0.396, 0.194], [1.026, 0.340, -0.727], [-1.320, 0.342, 0.923], [0.604, -0.103, -0.658], [0.375, -0.317, 0.469], [-0.082, -0.331, -0.329], [-0.072, 0.097, 0.426], [0.042, -0.085, -0.010], [-0.436, 0.021, 0.381], [-0.312, -0.279, -0.378], [-0.012, 0.109, -0.201], [-0.088, 1.354, -0.667], [0.081, -1.012, 0.614], [-0.104, 0.001, 0.186], [0.085, -0.357, 0.014], [0.187, -0.281, -0.199], [-0.001, -0.060, 0.083], [0.069, 0.485, 0.133], [-0.100, -0.065, 0.058], [0.010, -0.108, -0.155], [0.022, 0.061, -0.049]],
  "lowdin_charge": [-0.01, -0.29, -0.09, 0.05, -0.56, 0.15, 0.12, 0.08, 0.09, 0.09, 0.16, 0.10, 0.13, -0.02, -0.31, -0.09, 0.07, -0.56, 0.14, 0.09, 0.10, 0.08, 0.09, 0.11, 0.13, 0.14, 0.00, -0.27, -0.06, 0.08, -0.52, 0.12, 0.05, 0.10, 0.07, 0.09, 0.12, 0.14, 0.11, 0.00, -0.29, -0.05, 0.07, -0.59, 0.16, 0.09, 0.09, 0.09, 0.07, 0.12, 0.10, 0.13, 0.00, -0.33, -0.07, 0.08, -0.54, 0.14, 0.04, 0.07, 0.09, 0.10, 0.12, 0.14, 0.13, -0.02, -0.29, -0.09, 0.05, -0.57, 0.16, 0.07, 0.09, 0.09, 0.10, 0.15, 0.13, 0.13, -0.02, -0.32, -0.08, 0.06, -0.55, 0.16, 0.07, 0.09, 0.09, 0.09, 0.15, 0.13, 0.11, 0.03, -0.12, -0.11, -0.11, -0.14, 0.10, 0.09, 0.09, 0.09, 0.10, -0.03, -0.14, -0.10, -0.15, -0.12, 0.10, 0.11, 0.10, 0.10, 0.11, 0.01, -0.13, -0.08, -0.13, -0.13, 0.09, 0.08, 0.08, 0.08, 0.10, 0.00, -0.14, -0.12, -0.11, -0.11, 0.15, 0.09, 0.08, 0.09, 0.10, 0.07, -0.11, -0.08, -0.14, -0.13, 0.12, 0.11, 0.08, 0.08, 0.09, 0.05, -0.16, -0.11, -0.10, -0.14, 0.12, 0.09, 0.09, 0.09, 0.09],
  "charge": 0,
  "de_lowest_kcal_mol": 49.8,
  "total_energy_ev": -107028.5713,
  "fmax_ev_per_a": 5.0
}